41
Properties=species:S:1:pos:R:3 method="wB97M-V/def2-TZVPD" largest_force_ev_per_a=6.633 orbital_gap_ev=6.26 charge=+1 lumo_ha=-0.202 e_tot_ev=-24437.8009
C 3.1218 -2.7992 -0.1858
C 3.4400 -1.8749 0.9722
O 4.1872 -0.7171 0.5894
C 3.6262 0.1669 -0.2543
O 4.3311 0.9631 -0.8729
C 2.1263 0.2779 -0.3381
C 1.6332 1.3969 0.5688
C 0.1011 1.5223 0.6687
C -0.6983 0.8653 -0.4344
O -0.6618 1.7264 -1.5922
B -2.0177 2.2902 -1.7274
O -2.8410 1.7905 -0.6644
C -2.2060 0.6106 -0.1509
C -2.5754 0.4882 1.3051
N -1.7971 -0.5448 1.9955
C -2.7076 -0.5373 -1.0567
C -2.7146 -1.9300 -0.4690
N -1.7092 -2.6859 -0.3306
H 2.9432 -2.2725 -1.1135
H 2.2289 -3.3676 0.0388
H 3.9195 -3.5089 -0.3454
H 4.0749 -2.3985 1.6673
H 2.5424 -1.5996 1.5131
H 1.5860 -0.6316 -0.1213
H 1.9056 0.5303 -1.3662
H 2.0170 1.2047 1.5637
H 2.1016 2.3205 0.2560
H -0.2092 1.2210 1.6528
H -0.1412 2.5906 0.6105
H -0.3145 -0.0810 -0.7797
H -2.4537 2.0773 -2.8476
H -1.9777 3.4636 -1.4689
H -3.6336 0.2797 1.3690
H -2.3856 1.4493 1.7651
H -2.3879 -1.2642 2.3671
H -1.2432 -0.1650 2.7397
H -3.7137 -0.2695 -1.3445
H -2.1235 -0.5794 -1.9684
H -3.6733 -2.3277 -0.1616
H -0.8620 -2.2300 -0.6742
Sr -0.8382 4.5494 -1.3748


158
Properties=species:S:1:pos:R:3 method="wB97M-V/def2-TZVPD" largest_force_ev_per_a=16.731 orbital_gap_ev=5.89 de_lowest_kcal_mol=1097.1 lumo_ha=-0.005 e_tot_ev=-81612.7989
C -4.4548 0.7850 -1.5832
O -3.3571 0.8492 -0.6496
H -4.2940 -0.0654 -2.2457
H -5.3687 0.5517 -1.0368
H -4.5818 1.7484 -2.0771
H -2.4951 0.9353 -1.0634
C -1.0135 2.8584 -2.4655
C -1.3983 1.3838 -2.8673
C -0.2903 0.6652 -3.6875
O 0.1389 1.4232 -4.7831
C 0.8097 0.6698 -5.8109
N -1.7342 0.6673 -1.6669
H -1.7589 3.3221 -1.8194
H -0.9602 3.5566 -3.3008
H -0.0018 2.9472 -2.0698
H -2.3140 1.5332 -3.4395
H -0.6518 -0.3302 -3.9458
H 0.5504 0.3695 -3.0599
H 1.2088 1.4381 -6.4732
H 0.0912 0.0192 -6.3094
H 1.5626 -0.0148 -5.4202
H -0.8887 0.5991 -1.1186
H -1.9910 -0.2901 -1.8606
C -0.3745 1.5686 2.7608
C -0.4789 1.4045 1.1942
C -0.0511 0.0065 0.7955
O -0.0580 -0.0542 -0.6868
C 0.2857 -1.3302 -1.0850
N -1.8204 1.6783 0.8306
H 0.4619 1.0316 3.2082
H -1.3182 1.3378 3.2550
H -0.1573 2.6104 2.9964
H 0.1360 2.1880 0.7515
H -0.8376 -0.5609 1.2931
H 0.9024 -0.2519 1.2561
H 0.2636 -1.3787 -2.1737
H -0.5362 -1.9683 -0.7604
H 1.1504 -1.8090 -0.6254
H -1.9030 1.4035 -0.1378
H -2.4384 1.0975 1.3791
C 0.8100 -1.5080 -3.7868
C 1.5064 -2.5746 -2.8491
C 1.0163 -4.0295 -3.1202
O 1.7240 -4.7876 -2.1431
C 1.5348 -6.2200 -2.2437
N 2.9338 -2.4696 -2.9929
H 0.9527 -1.8192 -4.8217
H 1.3238 -0.5624 -3.6135
H -0.2568 -1.4307 -3.5771
H 1.2704 -2.4409 -1.7934
H 1.3016 -4.2530 -4.1481
H -0.0658 -4.0898 -3.0038
H 1.8383 -6.5159 -3.2479
H 0.5201 -6.4187 -1.8987
H 2.2846 -6.7164 -1.6276
H 3.3285 -3.2429 -2.4768
H 3.2928 -1.5863 -2.6597
C -3.2299 4.4469 1.1666
C -1.8663 4.2370 1.7815
C -2.0410 3.3829 3.0908
O -2.8878 4.1096 3.9549
C -3.1731 3.5913 5.2289
N -0.9644 3.6565 0.8715
H -3.7390 3.5368 0.8496
H -3.3923 5.0914 0.3027
H -3.8791 4.9527 1.8813
H -1.5981 5.2414 2.1089
H -1.0239 3.2213 3.4478
H -2.4558 2.3920 2.9057
H -2.3704 3.4258 5.9475
H -3.7971 2.6988 5.1833
H -3.6830 4.3482 5.8249
H -1.3455 2.7828 0.5376
H -0.1194 3.4651 1.3905
C 3.7451 0.0402 -3.9793
C 3.9442 -0.1109 -2.4963
C 2.7128 0.3395 -1.6618
O 2.6049 1.7340 -1.7613
C 1.4920 2.2691 -1.0281
N 4.3708 -1.4828 -2.1612
H 3.6493 1.1026 -4.2035
H 2.8757 -0.4358 -4.4329
H 4.6569 -0.2634 -4.4936
H 4.8097 0.4880 -2.2128
H 2.7559 0.0631 -0.6083
H 1.8633 -0.1952 -2.0866
H 0.5910 1.8659 -1.4903
H 1.5287 3.3537 -0.9262
H 1.5103 1.9063 -0.0004
H 4.5573 -1.5242 -1.1694
H 5.2489 -1.7668 -2.5717
C -2.3222 -2.8158 -3.9908
C -2.7730 -2.4246 -2.5471
C -1.7413 -2.9963 -1.4123
O -1.7599 -4.3970 -1.3582
C -1.0231 -4.9759 -0.2483
N -2.8165 -0.9882 -2.4451
H -2.1993 -3.8915 -4.1171
H -1.3140 -2.4521 -4.1889
H -3.0774 -2.3904 -4.6517
H -3.7799 -2.8245 -2.4269
H -2.1661 -2.6403 -0.4738
H -0.7260 -2.6553 -1.6149
H -0.8941 -6.0459 -0.4111
H -1.5031 -4.7634 0.7070
H -0.0591 -4.4699 -0.2996
H -3.1973 -0.7661 -1.5364
H -3.4467 -0.6939 -3.1775
C -2.6181 -1.5615 1.5921
C -3.6242 -2.0968 0.6472
O -3.6184 -1.2828 -0.5120
O -2.9106 -0.2438 2.0915
H -1.6299 -1.5075 1.1354
H -2.6114 -2.1961 2.4783
H -4.5631 -2.0557 1.1993
H -3.4547 -3.1521 0.4332
H -3.7007 -0.3960 -0.1535
H -2.7660 -0.3391 3.0357
C 1.2432 4.9088 2.6560
C 1.1167 5.4509 1.2152
O 1.7619 6.7310 1.1788
O 0.7140 3.5858 2.6822
H 0.6287 5.5434 3.2947
H 2.2637 4.9895 3.0303
H 0.0523 5.5794 1.0189
H 1.4852 4.7495 0.4667
H 2.3692 6.7038 0.4358
H 1.0439 3.0660 3.4189
C 3.5823 2.5832 4.0967
C 2.2074 2.2165 3.5854
O 1.0430 2.6711 4.3012
O 3.6708 1.9699 5.3342
H 3.8518 3.6262 4.2627
H 4.3349 2.1138 3.4631
H 2.1010 1.1399 3.4525
H 2.2457 2.6663 2.5933
H 1.0908 2.5414 5.2512
H 3.0618 2.3906 5.9455
C 3.2269 -2.4430 3.6123
C 2.4646 -1.1642 3.2042
O 2.3643 -1.1374 1.7507
O 2.4102 -3.6170 3.3908
H 3.4313 -2.1541 4.6433
H 4.2132 -2.5389 3.1583
H 2.9488 -0.2480 3.5421
H 1.4870 -1.1565 3.6861
H 1.6113 -1.6839 1.5141
H 3.0411 -4.3402 3.4149
C -0.3498 -2.8134 3.0583
C 0.2392 -3.5999 1.8462
O 0.9939 -2.7218 1.0418
O 0.4407 -2.8169 4.2162
H -1.3172 -3.1924 3.3878
H -0.4814 -1.7932 2.6976
H -0.5716 -4.0696 1.2895
H 0.8952 -4.3891 2.2136
H 1.3495 -3.2450 0.3197
H 1.3302 -2.9733 3.8910